Entry 1:
C8H9FN | the ωB97M-V functional and the def2-TZVPD basis

Cartesian coordinates (Å):
1 C -2.467 1.798 0.665
2 C -1.297 0.883 0.391
3 C -0.313 1.235 -0.532
4 C 0.756 0.394 -0.806
5 C 0.875 -0.846 -0.172
6 C 2.083 -1.735 -0.479
7 N 3.352 -1.084 -0.516
8 F 3.360 -0.549 -1.960
9 C -0.101 -1.191 0.754
10 C -1.170 -0.341 1.038
11 H -2.186 2.840 0.494
12 H -2.804 1.697 1.701
13 H -3.316 1.558 0.017
14 H -0.383 2.195 -1.041
15 H 1.536 0.695 -1.497
16 H 1.871 -2.261 -1.428
17 H 2.132 -2.510 0.306
18 H -0.025 -2.139 1.282
19 H -1.905 -0.640 1.783

Atoms 1-6, force components in eV/Å:
0.13 -0.09 0.05
-0.04 -0.03 0.05
0.06 -0.05 -0.05
-0.09 0.12 0.05
0.07 0.08 -0.12
-0.01 0.13 0.03

- Charge: -1
- Orbital gap: 5.188 eV
- Highest occupied orbital energy: -1.80 eV
- LUMO level: 3.39 eV

---

Entry 2:
C8H9FN2O | the ωB97M-V functional and the def2-TZVPD basis

Cartesian coordinates (Å):
1 C -0.125 -0.654 3.001
2 C 0.895 -1.510 2.547
3 C -0.864 0.081 2.138
4 C 1.163 -1.555 1.223
5 C -0.612 -0.077 0.802
6 C 0.367 -0.909 0.276
7 C -1.337 0.659 -0.290
8 C 0.432 1.474 -3.159
9 N 0.358 -1.111 -1.043
10 N -0.691 0.428 -1.577
11 O 0.132 1.441 -1.778
12 F -2.642 0.063 -0.409
13 H -0.206 -0.433 4.180
14 H 1.569 -2.050 3.299
15 H -1.488 0.951 2.604
16 H 1.905 -2.151 0.801
17 H -1.573 1.779 -0.291
18 H 0.738 2.552 -3.546
19 H -0.509 1.152 -3.731
20 H 1.259 0.835 -3.320
21 H 1.228 -0.966 -1.727

Atoms 1-6, force components in eV/Å:
0.98 -0.30 4.27
0.56 0.09 2.33
-0.97 2.33 1.30
-0.36 -0.38 -1.30
-0.69 1.61 -1.57
-0.16 0.56 2.53

- Orbital gap (spin up / spin down): 8.577 / 8.576 eV
- Highest occupied orbital energy (spin up / spin down): -8.23 / -8.23 eV
- LUMO level (spin up / spin down): 0.35 / 0.35 eV
- Energy relative to the best compared isomer or geometry (same formula, charge and spin): 120.1 kcal/mol

---

Entry 3:
C8H9IN2S | the ωB97M-V functional and the def2-TZVPD basis

Cartesian coordinates (Å):
1 C -0.988 -0.799 -0.255
2 C -0.408 -1.531 -1.257
3 C 0.165 1.307 -0.632
4 C 1.837 -0.933 0.755
5 C -2.065 -1.014 0.496
6 C 0.449 -1.682 -2.061
7 C 2.399 -0.182 -0.182
8 C -2.311 -0.001 1.547
9 N -0.575 0.514 -0.045
10 N 0.177 2.662 -0.555
11 S 1.690 0.838 -1.682
12 I 4.448 0.338 0.015
13 H 2.425 -1.266 1.646
14 H 0.846 -1.367 0.742
15 H -2.546 -2.015 0.366
16 H 1.276 -1.695 -2.713
17 H -3.359 0.035 1.788
18 H -1.798 0.832 1.147
19 H -1.566 -0.255 2.408
20 H -0.577 3.148 -0.061
21 H 0.481 3.065 -1.471

Atoms 1-6, force components in eV/Å:
-1.77 1.83 1.18
-0.06 -0.73 -0.60
1.58 -0.82 -1.38
0.66 -0.61 0.61
-0.10 -2.56 0.16
0.90 -0.62 -1.24

- Orbital gap: 8.531 eV
- Highest occupied orbital energy: -8.30 eV
- LUMO level: 0.23 eV
- Energy relative to the best compared isomer or geometry (same formula, charge and spin): 34.4 kcal/mol

---

Entry 4:
C8H9N2O4 | the ωB97M-V functional and the def2-TZVPD basis

Cartesian coordinates (Å):
1 C 2.744 1.993 -0.827
2 C 1.804 2.542 -1.611
3 C -1.011 4.147 -1.198
4 C -0.454 1.699 -2.557
5 C 1.243 0.446 -0.889
6 C -1.250 -1.315 1.467
7 C 0.362 -0.697 -0.566
8 C -0.689 -0.304 0.468
9 N 2.388 0.781 -0.341
10 N 0.800 1.682 -1.720
11 O -0.036 4.716 -1.419
12 O -0.780 0.624 -3.094
13 O -2.032 3.896 -0.642
14 O -0.961 2.850 -2.662
15 H 3.636 2.581 -0.427
16 H 1.692 3.499 -2.150
17 H -1.922 -1.908 0.994
18 H -1.765 -0.477 2.023
19 H -0.491 -1.906 1.977
20 H -0.171 -1.200 -1.502
21 H 1.043 -1.588 -0.108
22 H -0.291 0.529 1.075
23 H -1.523 -0.004 -0.131

Atoms 1-6, force components in eV/Å:
2.66 2.08 1.54
-0.62 1.82 -1.45
-2.83 -0.94 1.31
0.39 -0.35 -0.86
-0.12 3.86 -1.85
1.49 3.42 0.73

- Charge: -1
- Orbital gap: 8.320 eV
- Highest occupied orbital energy: -4.76 eV
- LUMO level: 3.56 eV
- Energy relative to the best compared isomer or geometry (same formula, charge and spin): 0.0 kcal/mol

---

Entry 5:
C8H9N2O5SY | the ωB97M-V functional and the def2-TZVPD basis

Cartesian coordinates (Å):
1 O 1.156 1.519 -3.889
2 C 1.245 1.248 -2.764
3 Y 0.406 0.941 -0.427
4 O -1.925 2.063 -2.990
5 C -1.256 1.705 -2.116
6 C -1.325 0.076 0.953
7 O -2.174 -0.433 1.549
8 C 1.376 -1.245 0.184
9 O 1.646 -2.086 0.976
10 C -0.663 -1.155 -1.295
11 O -1.006 -2.240 -1.487
12 H 1.944 -1.158 -0.847
13 C -0.822 1.482 4.915
14 N -0.187 1.980 3.686
15 C 0.927 1.589 3.048
16 S 1.343 2.493 1.594
17 N 1.693 0.539 3.387
18 C 1.840 -0.025 4.738
19 H -0.156 0.809 5.451
20 H -1.801 1.049 4.659
21 H -0.988 2.332 5.577
22 H -0.667 2.743 3.197
23 H 2.513 0.413 2.780
24 H 1.003 -0.712 4.914
25 H 2.813 -0.538 4.803
26 H 1.815 0.756 5.507

Atoms 1-6, force components in eV/Å:
0.76 -1.38 5.04
-0.17 1.53 -5.97
2.28 -0.28 0.99
2.92 -1.58 3.88
-3.97 1.94 -4.18
-4.28 -2.21 3.00

- Charge: +2
- Orbital gap (spin up / spin down): 6.192 / 6.199 eV
- Highest occupied orbital energy (spin up / spin down): -15.36 / -15.37 eV
- LUMO level (spin up / spin down): -9.17 / -9.17 eV
- Energy relative to the best compared isomer or geometry (same formula, charge and spin): 0.0 kcal/mol

---

Entry 6:
C8H9N3O | the ωB97M-V functional and the def2-TZVPD basis

Cartesian coordinates (Å):
1 C -1.223 -1.064 -1.124
2 C -0.543 -0.176 -1.574
3 C 0.342 0.857 -2.046
4 C -0.094 2.049 -2.470
5 C 0.855 3.129 -2.780
6 C 0.437 4.359 -3.127
7 H -1.794 -1.892 -0.740
8 H 1.415 0.654 -1.959
9 H -1.153 2.257 -2.590
10 H 1.918 2.863 -2.647
11 H 1.099 5.194 -3.324
12 H -0.631 4.513 -3.185
13 O 1.778 -1.982 1.431
14 N 0.542 -1.699 1.889
15 C -0.410 -2.605 2.123
16 C -1.443 -1.839 2.591
17 N -1.039 -0.546 2.620
18 N 0.181 -0.467 2.175
19 H 2.314 -1.235 1.772
20 H -0.258 -3.664 1.976
21 H -2.447 -2.116 2.904

Atoms 1-6, force components in eV/Å:
0.08 -0.12 -0.07
0.14 -0.20 -0.03
-0.44 -0.27 0.41
0.75 0.22 -0.20
-0.08 0.28 -0.01
0.33 -0.91 0.28

- Orbital gap: 9.061 eV
- Highest occupied orbital energy: -8.52 eV
- LUMO level: 0.55 eV
- SMILES: C#C/C=C/C=C.On1ccnn1
- Energy relative to the best compared isomer or geometry (same formula, charge and spin): 125.2 kcal/mol